[1]
The following is a quantum chemistry calculation of C20H32Cl10CrF2NO24S2 as an isolated structure at a distorted geometry, from the OMol25 dataset.

Structure (XYZ):
```
92
Properties=species:S:1:pos:R:3:forces:R:3:mulliken_charge:R:1
Cr -0.731 1.619 -1.845 -1.51 -0.05 0.90 1.38
Cl -0.017 4.209 0.592 -0.19 0.16 1.32 1.83
O 0.077 5.518 0.050 0.20 -0.15 -0.02 -0.69
O -0.065 3.273 -0.551 -0.28 -1.47 -2.21 -0.84
O 1.124 3.831 1.371 0.12 0.29 -0.24 -0.57
O -1.209 4.055 1.376 0.02 -0.16 -0.41 -0.67
Cl -3.701 1.052 -3.902 -2.00 0.30 -0.50 1.91
O -4.501 2.230 -3.809 0.53 0.03 0.33 -0.66
O -2.372 1.322 -3.301 2.42 0.72 0.92 -0.77
O -4.307 -0.014 -3.164 0.43 -0.07 -0.19 -0.63
O -3.485 0.734 -5.277 0.40 -0.44 0.35 -0.65
N -0.441 0.034 -0.752 -0.27 -3.81 1.59 0.97
S 0.704 -0.428 0.314 4.53 4.39 1.65 0.28
O 1.733 -1.258 -0.194 -0.77 -0.69 -0.35 -0.43
O 0.277 -0.523 1.665 -0.97 -0.97 -0.42 -0.46
F 1.361 1.014 0.291 -0.17 -0.34 0.00 -0.22
S -1.290 -1.430 -0.738 -3.44 0.10 -4.05 -0.16
O -2.330 -1.533 0.220 0.42 0.62 0.75 -0.21
O -0.643 -2.619 -1.154 1.28 0.26 0.82 -0.33
F -2.027 -1.022 -2.083 -0.19 -0.05 0.42 -0.29
C 0.184 -2.384 -5.345 -0.86 0.05 -0.91 -0.31
C 0.226 -1.227 -6.345 1.16 -1.25 -1.27 -0.45
O 0.126 -0.072 -5.536 0.03 0.23 -0.15 -0.28
C 0.307 -0.414 -4.269 -0.82 0.07 -0.33 0.33
O 0.294 0.404 -3.382 -0.22 0.37 0.57 0.14
O 0.442 -1.720 -4.099 0.09 -0.06 0.24 0.00
H 0.882 -3.190 -5.549 0.37 0.24 0.31 0.32
H -0.816 -2.820 -5.384 -0.04 0.04 0.71 0.29
H -0.489 -1.292 -7.163 -0.77 0.37 0.65 0.34
H 1.157 -1.265 -6.923 0.36 0.56 0.55 0.26
C 5.220 1.357 -1.538 -0.01 0.55 -0.49 -0.46
C 5.144 2.861 -1.876 1.00 -0.98 0.56 0.23
O 3.830 3.034 -2.365 -0.18 -0.13 -0.56 -0.35
C 3.099 1.926 -2.110 0.04 1.31 1.93 0.48
O 1.906 1.925 -2.182 -0.37 -0.26 -0.67 -0.58
O 3.833 0.995 -1.506 0.05 -0.69 -0.53 -0.26
H 5.672 1.154 -0.574 -0.17 -0.02 0.08 0.29
H 5.754 0.819 -2.322 -0.25 -0.30 0.03 0.33
H 5.889 3.121 -2.623 -0.19 0.26 -0.09 0.36
H 5.316 3.389 -0.943 -0.31 0.53 -0.26 -0.26
C 5.139 4.226 1.760 -0.62 0.17 -0.92 -0.41
C 4.161 4.427 2.931 1.03 -0.04 -0.10 -0.31
O 3.727 3.091 3.166 -0.64 0.31 0.28 -0.23
C 3.981 2.295 2.114 -0.49 0.35 0.51 0.59
O 3.524 1.205 2.003 0.36 -0.36 -0.30 -0.52
O 4.790 2.922 1.248 0.45 -0.28 0.11 -0.33
H 6.199 4.279 1.995 -0.04 -0.19 0.16 0.30
H 4.907 4.855 0.901 0.24 0.53 0.34 0.30
H 3.377 5.135 2.668 -0.43 -0.48 0.01 0.17
H 4.643 4.774 3.841 0.07 0.00 -0.04 0.35
C -4.259 1.629 2.137 -0.15 -0.35 1.13 -0.64
C -3.043 0.757 2.469 -1.69 -0.27 -0.04 0.02
O -2.145 1.173 1.436 1.11 0.00 0.19 0.50
C -2.826 1.688 0.447 0.07 -0.25 0.71 0.26
O -2.357 1.918 -0.660 0.30 0.31 -1.19 -0.09
O -4.086 1.907 0.736 -0.10 0.07 -0.25 -0.29
H -4.293 2.556 2.707 0.36 0.21 -0.29 0.35
H -5.194 1.120 2.359 -0.04 -0.11 -0.62 0.26
H -3.242 -0.307 2.325 -0.01 0.04 -0.23 -0.03
H -2.768 0.865 3.516 0.96 0.56 -0.32 0.40
Cl 2.916 -5.038 -3.481 -0.06 -0.24 -0.06 -0.23
C 2.173 -4.457 -1.971 -0.66 1.16 -0.15 0.17
C 2.471 -5.272 -0.746 0.55 -0.24 -0.15 -0.12
Cl 4.246 -5.326 -0.479 0.00 0.06 0.20 -0.21
H 1.106 -4.321 -2.149 -0.09 -0.64 0.08 0.05
H 2.482 -3.417 -1.871 0.46 -0.17 0.30 0.01
H 2.175 -6.315 -0.813 -0.21 0.07 -0.19 0.36
H 2.021 -4.825 0.135 -0.08 0.13 -0.01 0.04
Cl -0.236 -3.884 2.199 0.45 -0.39 -0.20 -0.12
C -1.895 -4.382 2.534 -1.36 1.70 -0.20 0.15
C -2.087 -4.922 3.931 0.58 -0.12 -0.39 -0.45
Cl -1.340 -6.542 4.056 -0.20 -0.12 0.16 -0.20
H -2.380 -4.887 1.700 0.64 -0.94 0.19 0.35
H -2.439 -3.434 2.439 -0.01 0.06 0.55 -0.39
H -3.133 -4.963 4.223 -0.06 -0.21 -0.19 0.34
H -1.556 -4.292 4.639 -0.02 0.05 -0.01 0.31
Cl 2.374 2.276 6.107 0.18 -0.05 -0.44 -0.22
C 1.669 1.302 4.790 -1.32 -1.03 0.32 -0.10
C 0.426 1.920 4.182 0.36 0.45 -0.07 0.90
Cl -0.837 2.333 5.398 0.14 0.01 -0.11 -0.23
H 1.335 0.363 5.235 0.31 0.02 0.25 0.49
H 2.353 1.033 3.988 0.35 0.47 0.16 -0.08
H -0.067 1.211 3.523 0.30 -0.03 -0.19 -0.62
H 0.712 2.815 3.633 -0.40 0.11 0.03 -0.05
Cl -7.219 -0.218 1.112 -0.25 0.17 -0.14 -0.19
C -6.759 -1.438 -0.086 -0.27 -0.79 -0.18 -0.37
C -5.421 -2.027 0.234 0.50 -0.98 -0.02 0.39
Cl -5.395 -3.065 1.720 -0.28 0.28 0.09 -0.22
H -6.810 -1.072 -1.111 0.45 0.64 0.21 0.32
H -7.503 -2.236 -0.107 -0.07 0.07 0.51 0.39
H -4.598 -1.342 0.388 -0.20 0.33 -0.26 -0.61
H -5.149 -2.758 -0.526 0.06 0.33 -0.29 0.35
```
Forces are in eV/Å.

Spin multiplicity ... 4
Highest occupied orbital energy (alpha / beta) ... -0.37853 / -0.37853 Eh
Gap between HOMO and LUMO (alpha / beta) ... 5.904 / 7.744 eV
Net charge ... 0

[2]
The following is a quantum chemistry calculation of C52H65AsClIN2O6SeSn as an isolated structure, from the OMol25 dataset.

Structure (XYZ):
```
130
Properties=species:S:1:pos:R:3:forces:R:3:mulliken_charge:R:1
Sn -0.211 -0.716 0.565 -0.16 0.14 -0.43 2.47
C 1.976 1.546 3.886 0.06 -0.01 0.00 -0.49
C 1.489 2.787 3.209 -0.02 -0.02 0.04 0.54
N 1.902 3.953 3.623 0.05 0.01 0.05 -0.75
C 1.435 5.066 3.007 -0.03 0.09 -0.06 -1.10
C 0.581 5.042 1.937 0.07 0.05 -0.01 1.24
C 0.146 6.343 1.323 0.10 0.05 0.01 -1.01
O -1.234 6.638 1.543 -0.13 -0.01 -0.05 -0.57
C 0.125 3.793 1.441 0.03 -0.05 -0.10 0.84
C -0.616 3.741 0.199 0.07 0.04 0.10 -1.25
N -1.074 2.692 -0.375 0.07 -0.01 -0.01 0.13
C -1.563 2.813 -1.672 -0.08 -0.10 0.09 0.04
C -0.847 3.472 -2.675 0.06 0.01 -0.02 0.33
C -1.295 3.488 -3.985 0.00 -0.01 -0.02 -0.76
C -2.470 2.840 -4.327 -0.02 0.00 -0.01 -0.58
C -3.197 2.179 -3.345 -0.01 -0.01 -0.01 -0.28
C -2.750 2.166 -2.036 0.04 -0.03 -0.01 -0.54
I -3.831 1.125 -0.590 0.04 -0.04 0.01 0.09
C 0.541 2.606 2.117 -0.22 -0.07 -0.09 -0.35
O 0.143 1.447 1.829 0.23 0.11 0.14 0.00
H 2.761 1.802 4.596 -0.01 -0.01 0.01 0.41
H 2.345 0.831 3.148 0.01 -0.02 -0.01 -0.12
H 1.157 1.045 4.407 -0.02 -0.03 0.00 0.16
H 1.785 6.012 3.406 0.01 0.04 0.00 0.26
H 0.358 6.362 0.245 0.02 0.01 0.07 0.25
H 0.703 7.164 1.780 0.00 -0.06 -0.02 0.38
H -1.719 5.808 1.464 0.00 0.03 0.05 0.47
H -0.750 4.709 -0.307 0.00 -0.03 -0.02 0.65
H 0.106 3.920 -2.421 0.00 0.02 0.03 0.24
H -0.702 3.979 -4.746 0.00 0.01 -0.01 0.36
H -2.809 2.819 -5.354 -0.02 0.00 -0.03 0.36
H -4.104 1.649 -3.600 -0.03 0.00 -0.01 0.39
C 3.160 -2.661 -6.566 0.03 -0.02 0.03 -2.11
C 3.932 -3.046 -5.303 0.00 0.02 -0.03 2.18
C 5.358 -2.491 -5.430 -0.02 -0.01 -0.01 -1.79
C 3.995 -4.578 -5.229 0.00 0.02 0.01 -1.59
C 3.274 -2.495 -4.042 0.01 0.01 0.01 -0.44
C 2.079 -1.793 -4.046 -0.07 -0.05 -0.06 -0.44
C 1.524 -1.309 -2.874 0.04 -0.01 0.09 -0.15
Se -0.177 -0.421 -2.989 -0.08 0.13 -0.03 0.32
C -1.204 -2.033 -3.132 0.04 -0.03 -0.13 -0.13
C -1.542 -2.523 -4.386 0.03 -0.02 -0.03 -0.22
C -2.193 -3.739 -4.528 0.02 0.04 -0.02 -0.55
C -2.480 -4.441 -3.353 -0.01 0.00 0.01 -0.04
C -2.166 -3.992 -2.083 -0.05 0.00 0.03 -0.23
C -1.509 -2.731 -1.944 -0.03 0.26 -0.06 -0.08
O -1.225 -2.224 -0.790 0.15 -0.37 0.42 -1.58
C -2.516 -4.800 -0.833 0.01 -0.02 0.00 2.70
C -1.242 -5.105 -0.031 0.03 0.01 0.01 -1.55
C -3.499 -4.008 0.041 0.00 0.01 -0.02 -1.54
C -3.175 -6.140 -1.175 0.03 0.03 0.00 -2.52
C -2.582 -4.332 -5.880 -0.02 0.00 -0.02 1.98
C -4.103 -4.531 -5.944 0.02 0.00 0.00 -1.73
C -1.893 -5.690 -6.072 -0.01 0.02 0.00 -1.56
C -2.173 -3.428 -7.044 -0.02 -0.03 0.03 -1.96
C 2.151 -1.464 -1.613 0.05 0.11 -0.11 0.56
O 1.689 -0.835 -0.565 -0.11 -0.21 0.46 -0.03
C 3.345 -2.250 -1.591 -0.06 0.14 0.05 0.06
C 3.860 -2.703 -2.797 -0.03 -0.04 -0.05 -0.61
C 4.159 -2.600 -0.332 0.03 -0.05 0.00 2.80
C 4.412 -4.118 -0.307 0.01 0.03 -0.01 -2.02
C 5.510 -1.869 -0.380 -0.01 0.00 -0.01 -1.62
C 3.491 -2.256 0.995 -0.02 0.02 0.08 -2.35
H 3.677 -3.050 -7.446 0.02 -0.01 -0.02 0.46
H 2.151 -3.074 -6.558 -0.05 -0.02 0.02 0.28
H 3.081 -1.578 -6.666 0.01 0.05 -0.02 0.37
H 5.829 -2.848 -6.350 0.02 -0.02 -0.03 0.46
H 5.341 -1.401 -5.448 0.00 0.04 -0.01 0.35
H 5.982 -2.799 -4.591 0.02 -0.01 0.04 0.31
H 4.496 -4.990 -6.110 0.02 -0.01 -0.04 0.46
H 4.541 -4.904 -4.343 0.02 -0.02 0.03 0.30
H 2.990 -4.997 -5.172 -0.04 -0.01 0.01 0.28
H 1.538 -1.613 -4.965 0.00 0.01 -0.03 0.30
H -1.261 -1.932 -5.247 -0.02 0.01 -0.03 0.37
H -2.984 -5.395 -3.448 0.00 -0.03 0.00 0.40
H -0.769 -4.189 0.317 -0.01 -0.01 -0.01 0.04
H -1.487 -5.722 0.837 -0.01 -0.03 0.05 0.47
H -0.525 -5.651 -0.650 0.01 -0.03 -0.02 0.32
H -3.061 -3.070 0.373 0.02 0.03 0.02 0.19
H -4.410 -3.787 -0.521 -0.04 -0.01 -0.02 0.27
H -3.772 -4.596 0.922 0.00 -0.01 0.04 0.44
H -2.522 -6.771 -1.782 0.02 -0.02 -0.02 0.39
H -3.391 -6.674 -0.248 0.00 -0.01 0.03 0.49
H -4.118 -6.005 -1.709 -0.04 0.01 -0.02 0.39
H -4.446 -5.199 -5.154 -0.01 -0.02 0.02 0.29
H -4.616 -3.577 -5.817 -0.02 0.04 0.00 0.34
H -4.397 -4.959 -6.906 -0.01 -0.02 -0.04 0.47
H -2.168 -6.388 -5.282 -0.01 -0.03 0.03 0.29
H -2.174 -6.134 -7.032 -0.01 -0.02 -0.04 0.47
H -0.809 -5.572 -6.048 0.04 0.01 0.00 0.27
H -2.651 -2.451 -6.976 -0.02 0.05 0.01 0.37
H -1.094 -3.275 -7.069 0.05 0.00 0.00 0.20
H -2.473 -3.888 -7.989 0.00 -0.01 -0.02 0.45
H 4.791 -3.259 -2.766 0.02 -0.01 -0.01 0.17
H 4.979 -4.467 -1.170 0.03 -0.02 -0.02 0.39
H 4.974 -4.383 0.592 0.03 -0.01 0.04 0.49
H 3.464 -4.656 -0.288 -0.04 -0.02 0.00 0.35
H 6.070 -2.104 -1.287 0.01 0.00 -0.03 0.23
H 5.354 -0.789 -0.344 0.00 0.01 0.01 -0.07
H 6.121 -2.148 0.483 0.02 -0.01 0.03 0.53
H 2.517 -2.726 1.097 -0.07 0.01 0.01 0.23
H 4.127 -2.629 1.805 0.04 0.01 0.03 0.61
H 3.352 -1.185 1.124 -0.02 0.01 -0.01 0.15
Cl 0.241 -2.113 8.303 -0.01 0.00 0.00 -0.30
C 0.309 -2.064 6.548 -0.01 0.01 0.02 0.18
C 1.536 -2.255 5.900 0.02 -0.01 0.07 -0.67
C 1.601 -2.220 4.537 -0.03 0.05 -0.07 -0.15
C 0.453 -1.981 3.706 0.14 0.05 0.22 -0.41
O 0.614 -1.937 2.448 -0.18 -0.05 -0.42 -0.34
C -0.786 -1.811 4.407 0.09 -0.06 0.05 1.40
C -2.081 -1.654 3.767 -0.12 0.01 -0.03 -0.70
O -2.346 -1.639 2.585 0.06 0.03 -0.20 -0.40
C -0.821 -1.851 5.811 0.03 -0.01 0.00 -0.98
H 2.428 -2.422 6.491 0.01 0.00 0.00 0.39
H 2.544 -2.352 4.024 0.03 -0.01 -0.02 0.31
H -2.915 -1.560 4.499 0.01 0.00 0.04 0.11
H -1.774 -1.716 6.310 -0.02 0.00 0.01 0.32
C 5.693 2.513 0.042 -0.03 -0.02 -0.01 -1.34
As 3.841 1.838 -0.128 0.02 0.02 0.04 0.55
C 3.038 3.597 -0.478 0.03 -0.02 -0.05 -0.71
C 3.974 1.345 -2.023 -0.03 0.02 0.01 -0.94
H 5.932 3.202 -0.770 0.01 0.02 -0.03 0.36
H 6.393 1.677 0.018 0.00 -0.02 0.00 0.36
H 5.804 3.028 0.995 0.00 0.01 0.02 0.37
H 3.629 4.133 -1.225 -0.01 0.02 -0.01 0.57
H 2.978 4.182 0.437 -0.02 0.02 0.08 0.32
H 2.028 3.444 -0.855 -0.06 -0.01 0.01 -0.29
H 4.475 2.139 -2.581 0.00 0.00 -0.02 0.62
H 2.968 1.198 -2.415 -0.03 -0.01 -0.01 -0.05
H 4.512 0.407 -2.148 0.02 -0.03 -0.01 0.28
```
Forces are in eV/Å.

Energy relative to the best compared isomer or geometry (same formula, charge and spin) ... 21.05 kcal per mole
Highest occupied orbital energy ... -0.09263 Eh
Gap between HOMO and LUMO ... 6.293 eV
Net charge ... -2

[3]
The following is a quantum chemistry calculation of a 2-piece molecular cluster, CH5O3SSi overall at a distorted geometry, from the OMol25 dataset.

Structure (XYZ):
```
11
Properties=species:S:1:pos:R:3:forces:R:3:mulliken_charge:R:1
C 0.394 -0.599 -0.184 -1.99 1.13 0.31 -0.54
O -3.545 -0.883 -0.053 0.39 0.11 -0.48 -0.58
O -3.902 1.229 1.095 -0.67 1.39 1.47 -0.55
O 1.708 -0.936 0.015 1.78 -1.56 1.27 -0.20
Si 2.925 0.109 -0.138 0.30 1.28 0.42 0.12
S -3.281 0.605 -0.074 0.38 -1.52 -0.99 0.16
H 0.425 -0.038 -1.129 -1.22 0.30 0.49 0.28
H -0.087 -0.134 0.721 0.80 0.67 -1.02 0.22
H -0.272 -1.433 -0.225 0.00 -1.09 -0.78 0.27
H 3.202 0.982 1.119 -0.06 -0.70 -0.53 -0.08
H 2.432 1.097 -1.147 0.29 0.00 -0.16 -0.11
```
Forces are in eV/Å.

Energy relative to the best compared isomer or geometry (same formula, charge and spin) ... 39.41 kcal per mole
Highest occupied orbital energy (alpha / beta) ... -0.17420 / -0.05288 Eh
Gap between HOMO and LUMO (alpha / beta) ... 7.743 / 2.687 eV
Net charge ... -1